Entry 1:
Entry from OMol25: a molecular structure, C27H49NP2V (ωB97M-V/def2-TZVPD).

Computed properties:
HOMO (spin up / spin down): -5.410 / -6.611 eV
LUMO level (spin up / spin down): 0.5344 / 0.4786 eV
2S+1: 4
energy relative to the best compared isomer or geometry (same formula, charge and spin): 50.97 kcal per mole
Kohn-Sham gap (spin up / spin down): 0.2184 / 0.2605 hartree

CARTESIAN COORDINATES (ANGSTROEM)
P (-2.199, 1.675, -3.152)
P (0.858, 0.595, -4.055)
C (-1.375, 2.134, -4.779)
C (-0.393, 1.074, -5.307)
H (-0.866, 3.106, -4.637)
H (-2.206, 2.276, -5.494)
H (-0.932, 0.163, -5.627)
H (0.190, 1.481, -6.154)
C (1.965, 2.042, -4.051)
H (2.771, 1.874, -3.325)
H (1.417, 2.949, -3.764)
H (2.383, 2.143, -5.064)
C (1.859, -0.743, -4.718)
H (2.519, -0.319, -5.492)
H (1.221, -1.533, -5.142)
H (2.465, -1.172, -3.906)
C (-3.408, 3.019, -3.010)
H (-4.042, 2.863, -2.129)
H (-4.026, 3.004, -3.921)
H (-2.898, 3.987, -2.921)
C (-3.294, 0.364, -3.813)
H (-2.737, -0.519, -4.147)
H (-3.855, 0.769, -4.666)
H (-3.987, 0.071, -3.018)
V (-0.684, -0.073, 0.716)
C (0.898, -1.251, -0.440)
C (1.363, 0.058, -0.227)
C (1.079, 1.308, -0.983)
C (-0.180, 2.168, -0.691)
C (-1.527, 1.501, -0.593)
C (-1.969, 0.329, -1.322)
C (-1.064, -0.670, -2.002)
C (-0.242, -1.756, -1.245)
C (-2.038, -1.650, 1.163)
H (1.473, -2.047, 0.045)
H (2.211, 0.131, 0.469)
H (1.110, 1.072, -2.066)
H (1.938, 1.989, -0.861)
H (0.017, 2.768, 0.208)
H (-0.241, 2.934, -1.489)
H (-2.336, 2.169, -0.261)
H (-3.035, 0.081, -1.258)
H (-0.333, -0.107, -2.665)
H (-1.655, -1.228, -2.753)
H (-0.939, -2.401, -0.680)
H (0.174, -2.418, -2.031)
H (-1.557, -2.588, 1.515)
H (-2.818, -1.858, 0.404)
H (-2.449, -1.092, 2.029)
C (-0.098, -4.030, 5.413)
C (0.613, -3.141, 4.439)
C (1.966, -3.371, 4.175)
C (2.692, -2.569, 3.296)
C (4.146, -2.834, 3.043)
C (2.050, -1.498, 2.678)
C (0.692, -1.218, 2.944)
C (-0.032, -2.085, 3.793)
N (0.071, -0.010, 2.446)
C (0.162, 1.137, 3.372)
C (-0.451, 0.785, 4.731)
C (1.638, 1.507, 3.542)
C (-0.616, 2.311, 2.805)
H (0.269, -5.059, 5.322)
H (0.097, -3.723, 6.449)
H (-1.180, -4.034, 5.260)
H (2.460, -4.206, 4.675)
H (4.765, -2.457, 3.867)
H (4.360, -3.905, 2.953)
H (4.483, -2.344, 2.126)
H (2.618, -0.864, 1.993)
H (-1.103, -1.906, 3.948)
H (0.121, 0.017, 5.260)
H (-0.452, 1.685, 5.355)
H (-1.490, 0.452, 4.609)
H (2.122, 1.642, 2.562)
H (1.714, 2.449, 4.098)
H (2.181, 0.735, 4.101)
H (-0.655, 3.089, 3.577)
H (-0.117, 2.746, 1.930)
H (-1.650, 2.028, 2.551)

***

Entry 2:
Entry from OMol25: a molecular structure, C27H50AlBaF3N2O9S (ωB97M-V/def2-TZVPD).

Computed properties:
HOMO: -18.085 eV
net charge: +4
LUMO level: -16.6310 eV
Kohn-Sham gap: 0.0534 hartree

CARTESIAN COORDINATES (ANGSTROEM)
Ba (-2.786, 4.133, 0.302)
Al (-4.716, -2.064, 0.808)
C (-0.209, -0.298, -1.293)
F (-0.841, 0.063, -2.445)
F (-0.062, -1.633, -1.199)
F (1.021, 0.252, -1.243)
S (-1.153, 0.360, 0.304)
O (-2.315, -0.515, 0.442)
O (-0.203, 0.244, 1.460)
O (-1.545, 1.753, 0.004)
C (2.122, 2.887, -2.883)
C (2.103, 4.313, -3.351)
C (1.915, 5.365, -2.162)
C (0.709, 5.195, -1.353)
N (-0.233, 5.148, -0.709)
H (2.161, 2.153, -3.688)
H (1.222, 2.609, -2.334)
H (3.026, 2.769, -2.286)
H (1.305, 4.544, -4.057)
H (3.030, 4.552, -3.873)
H (1.889, 6.384, -2.548)
H (2.755, 5.322, -1.470)
C (0.027, 2.744, 6.208)
C (-1.015, 1.953, 5.424)
C (-0.688, 1.763, 3.935)
C (-0.839, 2.982, 3.143)
N (-0.976, 3.950, 2.562)
H (0.866, 2.127, 6.529)
H (-0.325, 3.293, 7.082)
H (0.453, 3.491, 5.538)
H (-1.965, 2.477, 5.528)
H (-1.128, 0.991, 5.923)
H (-1.414, 1.080, 3.493)
H (0.310, 1.328, 3.884)
C (3.353, -3.118, 1.583)
C (4.070, -2.057, 0.823)
O (4.853, -1.278, 1.411)
C (3.796, -1.977, -0.635)
H (2.324, -2.794, 1.741)
H (3.838, -3.172, 2.558)
H (3.368, -4.101, 1.112)
H (4.384, -2.667, -1.241)
H (3.886, -0.967, -1.034)
H (2.769, -2.286, -0.831)
C (-3.151, -1.661, 5.668)
C (-2.369, -1.918, 4.380)
O (-2.957, -2.160, 3.319)
C (-0.862, -2.038, 4.456)
H (-4.219, -1.571, 5.467)
H (-2.732, -0.706, 5.984)
H (-2.906, -2.508, 6.309)
H (-0.718, -3.071, 4.141)
H (-0.526, -1.881, 5.481)
H (-0.367, -1.321, 3.802)
C (-1.255, 1.282, -5.032)
C (-1.862, 1.620, -6.395)
O (-1.855, 2.761, -6.874)
C (-2.623, 0.505, -7.091)
H (-0.592, 0.417, -5.077)
H (-2.001, 1.221, -4.240)
H (-0.598, 2.103, -4.746)
H (-3.507, 0.241, -6.509)
H (-1.937, -0.321, -7.275)
H (-2.895, 0.825, -8.097)
C (0.061, -3.880, 0.920)
C (-1.301, -4.449, 0.587)
O (-2.315, -3.851, 0.843)
C (-1.357, -5.724, -0.201)
H (-0.064, -3.038, 1.600)
H (0.628, -3.659, 0.015)
H (0.538, -4.705, 1.451)
H (-2.220, -6.341, 0.050)
H (-0.527, -6.376, 0.069)
H (-1.493, -5.429, -1.242)
C (-1.152, -3.443, -3.191)
C (-2.420, -2.582, -2.943)
O (-2.849, -2.353, -1.855)
C (-3.173, -2.072, -4.177)
H (-0.656, -2.923, -4.010)
H (-1.423, -4.447, -3.518)
H (-0.545, -3.590, -2.297)
H (-3.115, -2.854, -4.934)
H (-2.810, -1.119, -4.561)
H (-4.212, -1.914, -3.884)
C (1.925, 3.010, 0.999)
C (3.159, 2.662, 1.882)
O (3.181, 3.040, 3.094)
C (4.316, 2.041, 1.144)
H (1.276, 2.135, 1.035)
H (2.181, 3.130, -0.054)
H (1.420, 3.931, 1.290)
H (5.224, 2.278, 1.699)
H (4.312, 2.442, 0.131)
H (4.205, 0.960, 1.224)